This record from the OMol25 dataset describes C46H50InO3 as an isolated structure. The level of theory is wB97M-V/def2-TZVPD.

As for the total charge: -1. As for the HOMO energy: -5.42 eV. The spin multiplicity is 1. For the orbital gap, the calculation gives 7.2112 eV. Its max |F| is 0.53 eV Å⁻¹.

Last column: Mulliken charge in e.
Geometry (Å):
C1 -2.23996 -0.11723 -7.26273  -0.79
C2 -1.61278 -1.47853 -7.18640  0.67
O1 -1.64665 -2.29128 -8.07750  -0.59
O2 -0.96002 -1.68370 -6.01818  -0.13
C3 -0.28407 -2.93866 -5.92647  0.79
O3 -0.96883 -3.89175 -5.67273  -0.65
C4 1.18547 -2.89220 -6.10214  -1.22
In1 2.04154 -1.20378 -7.35786  0.58
H1 -3.04371 -0.17651 -7.99739  0.35
H2 -1.47006 0.57784 -7.60828  0.05
H3 -2.61907 0.20072 -6.29094  0.29
H4 1.64536 -2.83480 -5.10988  0.26
H5 1.42132 -3.86593 -6.54576  0.39
H6 3.48069 -0.56722 -6.53863  -0.39
H7 0.84482 0.11802 -7.46857  -0.27
H8 2.37608 -1.84715 -8.97374  -0.38
C5 -1.28684 -4.23481 -2.34814  -0.09
C6 -2.32920 -3.67010 -1.62525  -0.57
C7 -2.49856 -3.98215 -0.28233  -0.30
C8 -1.61883 -4.85508 0.34333  -0.55
C9 -0.57067 -5.41474 -0.37531  -0.31
C10 -0.41000 -5.10956 -1.71980  -0.61
H9 -1.15655 -3.99832 -3.39604  0.43
H10 -3.01142 -2.98611 -2.11371  0.42
H11 -3.31489 -3.54252 0.27768  0.38
H12 -1.74381 -5.09236 1.39310  0.38
H13 0.12561 -6.08328 0.11579  0.37
H14 0.40412 -5.54813 -2.28308  0.46
C11 3.82946 -3.09614 0.28117  -0.48
C12 2.45803 -3.16248 0.07772  -0.44
C13 1.58964 -2.99502 1.14763  -0.49
C14 2.09333 -2.75973 2.41945  -0.33
C15 3.46516 -2.69622 2.62419  -0.46
C16 4.33338 -2.86480 1.55439  -0.31
H15 4.50566 -3.22094 -0.55481  0.38
H16 2.06231 -3.34138 -0.91378  0.50
H17 0.52097 -3.04826 0.98658  0.46
H18 1.41492 -2.62517 3.25365  0.42
H19 3.85672 -2.51081 3.61695  0.40
H20 5.40342 -2.81214 1.71151  0.36
C17 -1.68166 4.24581 -3.85874  -0.23
C18 -1.58026 2.86321 -3.78286  -0.54
C19 -0.90265 2.15829 -4.76720  -0.48
C20 -0.31133 2.83995 -5.82444  -0.34
C21 -0.40374 4.22327 -5.89400  -0.64
C22 -1.09493 4.92676 -4.91505  -0.34
H21 -2.21768 4.79353 -3.09205  0.51
H22 -2.03297 2.33376 -2.95269  0.42
H23 -0.82377 1.07960 -4.71236  0.60
H24 0.24037 2.28577 -6.57496  0.34
H25 0.06864 4.75436 -6.71077  0.39
H26 -1.17254 6.00587 -4.97181  0.34
C23 -0.64484 8.29370 -3.23457  -0.22
C24 -1.95548 8.68344 -3.47278  -0.21
C25 -2.23917 10.00210 -3.80027  -0.51
C26 -1.21147 10.93051 -3.89032  -0.35
C27 0.09944 10.54011 -3.65353  -0.33
C28 0.38304 9.22173 -3.32536  -0.57
H27 -0.42397 7.26389 -2.98294  0.41
H28 -2.75604 7.95691 -3.40826  0.36
H29 -3.26132 10.30552 -3.98726  0.35
H30 -1.43200 11.95852 -4.14828  0.35
H31 0.90126 11.26360 -3.72770  0.35
H32 1.40491 8.91567 -3.14264  0.37
C29 -0.50731 -3.17029 5.62490  -0.59
C30 0.69861 -3.16711 6.31180  -0.25
C31 0.96672 -2.17285 7.24239  -0.39
C32 0.02520 -1.18315 7.48895  -0.41
C33 -1.18099 -1.18599 6.80212  -0.40
C34 -1.44684 -2.17838 5.86877  -0.34
H33 -0.71164 -3.94276 4.89440  0.44
H34 1.43294 -3.93835 6.11603  0.35
H35 1.90958 -2.17009 7.77485  0.46
H36 0.23366 -0.40700 8.21409  0.37
H37 -1.91319 -0.41158 6.99144  0.37
H38 -2.38439 -2.17672 5.32799  0.38
C35 2.39315 -5.23591 10.70344  -0.44
C36 3.60621 -5.76131 11.12636  -0.37
C37 4.54619 -6.17611 10.19316  -0.34
C38 4.27323 -6.06479 8.83695  -0.53
C39 3.06014 -5.53899 8.41458  -0.27
C40 2.11915 -5.12486 9.34719  -0.22
H39 1.66018 -4.91176 11.43105  0.36
H40 3.81987 -5.84656 12.18418  0.35
H41 5.49189 -6.58686 10.52281  0.35
H42 5.00594 -6.38761 8.10862  0.37
H43 2.84833 -5.45297 7.35652  0.31
H44 1.17394 -4.71329 9.01598  0.43
C41 -3.11494 5.44077 1.19397  -0.54
C42 -2.34226 5.27024 0.05355  -0.20
C43 -1.74605 4.04368 -0.20550  -0.52
C44 -1.92325 2.98647 0.67632  -0.50
C45 -2.69658 3.15636 1.81634  -0.46
C46 -3.29176 4.38339 2.07565  -0.31
H45 -3.57883 6.39798 1.39579  0.36
H46 -2.20361 6.09553 -0.63451  0.41
H47 -1.14064 3.91252 -1.09250  0.58
H48 -1.45871 2.03014 0.47295  0.43
H49 -2.83557 2.33118 2.50314  0.38
H50 -3.89376 4.51583 2.96576  0.35

***

This record from the OMol25 dataset describes C46H52BClN15OTi as an isolated structure. The level of theory is wB97M-V/def2-TZVPD.

As for the total charge: +3. As for the HOMO energy: -15.03 eV. The spin multiplicity is 1. For the energy above the lowest of the compared OMol25 structures with the same formula, charge and spin, the calculation gives 9.55 kcal/mol. For the orbital gap, the calculation gives 5.0812 eV. Its max |F| is 0.38 eV Å⁻¹.

Last column: Mulliken charge in e.
Geometry (Å):
Ti1 -0.19500 2.00745 -1.87341  -1.29
C1 -2.07343 2.45176 -4.22224  -1.80
N1 -2.12516 1.59343 -3.00735  1.17
C2 -3.38030 1.88222 -2.26413  -1.72
C3 -3.11302 2.45324 -0.91456  0.74
C4 -4.13901 2.98353 -0.16250  -1.16
C5 -3.93822 3.19659 1.19532  -0.83
C6 -2.72549 2.82157 1.74749  -1.16
C7 -1.72163 2.36686 0.91650  -0.51
N2 -1.87337 2.23404 -0.41793  1.64
C8 -2.14907 0.17010 -3.42940  -1.50
C9 -0.81898 -0.21893 -3.98340  0.81
C10 -0.67240 -1.33584 -4.78104  -1.21
C11 0.59636 -1.68703 -5.21188  -0.61
C12 1.66097 -0.88396 -4.83224  -1.21
C13 1.43190 0.21979 -4.03738  -0.21
N3 0.20481 0.56707 -3.60319  1.38
C14 -1.69307 3.84387 -3.83388  0.83
C15 -2.18908 4.96158 -4.47321  -0.99
C16 -1.69341 6.20903 -4.12390  -0.66
C17 -0.69868 6.28848 -3.16173  -1.22
C18 -0.25333 5.12694 -2.56466  -0.40
N4 -0.75693 3.91489 -2.86624  1.10
H1 -3.03288 2.42039 -4.74216  0.68
H2 -1.31914 2.04920 -4.90052  0.43
H3 -3.89747 0.93782 -2.08780  0.55
H4 -4.05968 2.49238 -2.85917  0.49
H5 -5.09834 3.17748 -0.62322  0.60
H6 -4.72923 3.60724 1.80868  0.50
H7 -2.53613 2.89289 2.80916  0.61
H8 -0.76981 2.06727 1.31708  0.88
H9 -2.95327 0.00236 -4.15212  0.67
H10 -2.37977 -0.43353 -2.54811  0.41
H11 -1.54152 -1.92219 -5.04801  0.64
H12 0.74829 -2.56184 -5.82915  0.53
H13 2.67354 -1.09927 -5.14188  0.58
H14 2.26993 0.83036 -3.73754  0.15
H15 -2.94153 4.85249 -5.24256  0.59
H16 -2.06527 7.10265 -4.60751  0.47
H17 -0.26176 7.23504 -2.87769  0.52
H18 0.54974 5.15190 -1.84483  0.62
C19 3.44292 3.40329 -3.78998  -1.65
C20 2.06390 3.32272 -3.69973  -0.58
N5 1.71112 2.63362 -2.60034  1.06
N6 2.86926 2.24932 -1.98881  0.37
C21 3.91443 2.71805 -2.67783  -0.13
B1 2.77366 1.63189 -0.56135  -0.09
N7 1.89667 0.34997 -0.61561  0.84
C22 2.17000 -0.87585 -0.17047  -0.45
C23 1.02040 -1.65641 -0.25090  -1.21
C24 0.05383 -0.80263 -0.72837  -0.92
N8 0.58892 0.41612 -0.95961  1.34
N9 1.96037 2.71482 0.21814  0.84
C25 2.38985 3.67043 1.05083  -0.48
C26 1.39765 4.62825 1.19291  -1.89
C27 0.37716 4.18916 0.37053  -0.65
N10 0.71820 3.03726 -0.23298  1.29
N11 4.09002 1.30851 0.03275  0.23
C28 4.44698 1.14155 1.34357  -0.12
C29 5.64516 0.48562 1.36765  -1.07
C30 5.95260 0.26026 0.00861  -0.28
N12 5.01435 0.72992 -0.78692  -1.08
H19 4.02504 3.89147 -4.55128  0.52
H20 1.32061 3.70264 -4.38043  0.59
H21 4.91590 2.50657 -2.34298  0.68
H22 3.16583 -1.11966 0.16682  0.56
H23 0.89590 -2.68489 0.04108  0.48
H24 -0.99218 -0.99841 -0.88924  0.34
H25 3.37302 3.61888 1.48683  0.72
H26 1.41674 5.50642 1.81369  0.55
H27 -0.59179 4.63127 0.20744  0.69
H28 3.82033 1.47465 2.15367  0.38
H29 6.22568 0.21457 2.23154  0.49
H30 6.81858 -0.22602 -0.41069  0.49
C31 1.00883 -5.41557 4.24904  -1.98
C32 0.74264 -3.90179 4.25196  2.49
C33 1.05417 -3.38956 2.83865  -1.05
C34 1.75737 -3.26336 5.21205  -2.03
C35 -0.71897 -3.64016 4.76756  1.63
O1 -0.76981 -4.09983 6.12554  -0.67
C36 -1.87703 -4.42024 4.07470  -1.64
C37 -2.71533 -3.93200 2.88503  -1.15
C38 -2.22271 -4.05811 1.46135  0.66
C39 -1.38324 -5.08400 1.03819  -0.30
C40 -0.99240 -5.20199 -0.29011  -0.77
C41 -1.48040 -4.30223 -1.22087  0.30
Cl1 -0.99692 -4.41112 -2.88816  -0.20
C42 -2.37485 -3.31498 -0.84191  -0.93
C43 -2.72275 -3.18815 0.49163  -0.53
C44 -1.09234 -2.15165 5.01176  -2.51
N13 -0.64161 -1.15404 4.04196  1.21
C45 -1.01373 -0.90557 2.78402  -0.69
N14 -0.23446 0.01749 2.23643  0.27
C46 0.59225 0.33770 3.26763  -0.72
N15 0.38323 -0.34044 4.36767  -0.88
H31 2.03670 -5.59643 3.93375  0.48
H32 0.36597 -5.96147 3.55882  0.32
H33 0.91277 -5.85960 5.24072  0.51
H34 2.06101 -3.72746 2.58129  0.77
H35 1.06830 -2.30205 2.76956  0.12
H36 0.37461 -3.78757 2.08328  -0.41
H37 2.76331 -3.57555 4.92654  0.49
H38 1.58827 -3.57563 6.23955  0.41
H39 1.72833 -2.17659 5.17462  0.33
H40 -0.79091 -5.06377 6.14375  0.54
H41 -2.60667 -4.51640 4.88134  0.44
H42 -1.53939 -5.43984 3.88696  0.67
H43 -3.06540 -2.90855 3.05543  0.52
H44 -3.63194 -4.52903 2.93293  0.54
H45 -1.00798 -5.80476 1.75130  0.32
H46 -0.32597 -5.99501 -0.60063  0.51
H47 -2.80880 -2.67955 -1.60496  0.71
H48 -3.44769 -2.43340 0.78089  0.56
H49 -0.62271 -1.85283 5.94495  0.39
H50 -2.17078 -2.05842 5.13648  0.50
H51 -1.78799 -1.45779 2.27921  0.27
H52 1.37376 1.07854 3.20394  0.55

***

This record from the OMol25 dataset describes an isolated ion of composition C24H23N2O2 and charge +1 in a non-equilibrium geometry. The level of theory is wB97M-V/def2-TZVPD.

As for the total charge: +1. As for the HOMO energy: -11.00 eV. The spin multiplicity is 1. For the energy above the lowest of the compared OMol25 structures with the same formula, charge and spin, the calculation gives 30.62 kcal/mol. For the orbital gap, the calculation gives 7.9040 eV. Its max |F| is 3.31 eV Å⁻¹.

Last column: Mulliken charge in e.
Geometry (Å):
C1 2.83086 -0.40536 5.16375  -0.80
O1 3.31961 0.29828 4.00596  -0.40
C2 2.86138 -0.01815 2.77020  0.77
C3 3.44285 0.68327 1.68882  -0.73
C4 2.94194 0.53350 0.40826  -0.29
C5 1.76059 -0.20378 0.21954  -0.50
C6 1.08007 -0.18436 -1.12968  0.27
C7 0.74207 -1.59767 -1.72769  -0.34
C8 0.63063 -1.74068 -3.12166  -0.57
C9 0.20939 -2.92454 -3.73028  -0.67
C10 -0.09720 -4.06930 -2.94611  0.62
O2 -0.80218 -5.07159 -3.54149  -0.42
C11 -1.40016 -6.15275 -2.79123  -0.77
C12 0.26965 -4.02224 -1.58618  -0.75
C13 0.77053 -2.82662 -1.04450  -0.37
N1 0.00922 0.76168 -1.06775  0.29
C14 -0.93900 0.88268 -2.08824  -0.57
C15 -1.80070 1.84725 -1.73696  -0.55
N2 -1.31701 2.44932 -0.55697  0.35
C16 -2.01471 3.48423 0.13806  1.38
C17 -1.39787 4.24997 1.14632  -0.43
C18 -2.13825 5.19735 1.88486  -0.69
C19 -3.50486 5.38068 1.66536  -0.44
C20 -4.13219 4.62478 0.66939  -0.70
C21 -3.38910 3.71604 -0.10713  -0.45
C22 -0.15614 1.83582 -0.25701  0.07
C23 1.23572 -0.94734 1.26181  -0.72
C24 1.77464 -0.87847 2.53160  -0.75
H1 3.37919 0.05229 5.99027  0.24
H2 1.74939 -0.24771 5.28881  0.33
H3 3.06282 -1.48037 5.10281  0.33
H4 4.28362 1.34820 1.87755  0.46
H5 3.47327 0.93054 -0.46447  0.37
H6 1.80417 0.20533 -1.83291  0.48
H7 0.98432 -0.94799 -3.78645  0.49
H8 0.04323 -3.00316 -4.80726  0.42
H9 -1.94245 -6.72173 -3.55084  0.25
H10 -0.63199 -6.79266 -2.33393  0.32
H11 -2.10508 -5.77809 -2.03510  0.34
H12 0.17012 -4.92282 -0.96422  0.36
H13 1.30130 -2.94089 -0.10201  0.75
H14 -0.84738 0.25493 -2.96474  0.54
H15 -2.71635 2.15535 -2.22371  0.38
H16 -0.33832 4.10331 1.33806  0.31
H17 -1.63438 5.79976 2.64696  0.36
H18 -4.07427 6.08854 2.25827  0.40
H19 -5.21065 4.74858 0.50238  0.35
H20 -3.91291 3.16930 -0.90749  0.15
H21 0.58829 2.22092 0.44852  0.36
H22 0.44921 -1.67940 1.06128  0.78
H23 1.33507 -1.46422 3.33715  0.40

***

This record from the OMol25 dataset describes one molecule with the formula C3H7NS in a non-equilibrium geometry. The level of theory is wB97M-V/def2-TZVPD.

As for the HOMO energy: -8.17 eV. The spin multiplicity is 1. For the energy above the lowest of the compared OMol25 structures with the same formula, charge and spin, the calculation gives 20.29 kcal/mol. For the orbital gap, the calculation gives 8.8596 eV. Its max |F| is 3.45 eV Å⁻¹.

Last column: Mulliken charge in e.
Geometry (Å):
C1 1.27405 -0.32279 0.45687  -1.04
N1 -0.06337 -0.06245 -0.19762  0.04
C2 -1.20114 0.22489 0.66894  -0.96
C3 -0.14554 0.11062 -1.49897  -0.11
S1 0.94769 0.21034 -2.74682  -0.33
H1 1.68147 -1.28436 0.14287  0.30
H2 1.83438 0.58536 0.32339  0.39
H3 1.19329 -0.23086 1.54254  0.40
H4 -1.30807 1.20584 1.14737  0.29
H5 -2.09737 -0.21710 0.29651  0.41
H6 -0.90785 -0.41217 1.54320  0.34
H7 -1.20753 0.19269 -1.67826  0.27

***

Q: Which value of max |F| does entry 4 give?
A: 3.45 eV Å⁻¹